[1]
This record from the OMol25 dataset describes a structure of composition C13H23CaN2O2P in a non-equilibrium geometry. The level of theory is ωB97M-V/def2-TZVPD.

Last column: Löwdin charge in e.
Cartesian coordinates (Å):
C: 0.510 3.331 -1.800  -0.109
C: -0.784 2.986 -1.436  -0.065
C: -1.023 1.844 -0.632  -0.289
C: 0.060 1.108 -0.180  -0.182
C: 1.356 1.467 -0.504  -0.338
C: 1.587 2.598 -1.320  -0.068
C: -2.474 1.547 -0.305  -0.148
C: -2.978 0.099 -0.146  -0.197
N: -1.930 -0.972 -0.286  -0.486
Ca: -0.656 -0.788 1.253  1.027
C: 2.560 0.709 0.006  -0.324
P: 2.127 -0.975 0.648  0.801
H: -1.645 3.573 -1.773  0.101
H: 2.621 2.864 -1.556  0.102
H: 0.682 4.189 -2.463  0.098
H: 3.029 1.243 0.852  0.095
H: 3.317 0.588 -0.786  0.089
H: -2.747 2.073 0.628  0.118
H: -3.098 2.005 -1.088  0.107
H: -3.442 -0.021 0.842  0.105
C: 3.649 -1.321 1.605  -0.295
C: 2.432 -1.931 -0.886  -0.296
H: -3.764 -0.099 -0.897  0.128
C: -1.425 -1.018 -1.704  -0.045
C: -2.556 -2.298 0.056  -0.085
H: -0.240 -1.584 3.652  0.097
H: -1.865 -1.880 -2.231  0.083
H: -1.707 -0.101 -2.235  0.104
H: -0.335 -1.126 -1.723  0.067
H: -2.956 -2.772 -0.855  0.092
H: -1.804 -2.981 0.486  0.082
H: -3.381 -2.163 0.768  0.098
H: 3.510 -1.961 -1.095  0.042
H: 2.059 -2.954 -0.737  0.030
H: 1.903 -1.482 -1.736  0.034
H: 4.551 -1.201 0.988  0.045
H: 3.691 -0.631 2.459  0.044
H: 3.597 -2.349 1.987  0.035
H: -0.032 -2.462 3.171  0.085
O: -1.846 0.659 2.800  -0.292
N: -0.844 1.293 3.272  -0.231
O: 0.291 0.895 2.900  -0.258

Energy, eV: -48652.337

[2]
This record from the OMol25 dataset describes a cluster of 8 separate species, C13H23Cl19 in total in a non-equilibrium geometry. The level of theory is ωB97M-V/def2-TZVPD.

Last column: Löwdin charge in e.
Cartesian coordinates (Å):
Cl: 2.646 3.040 -5.492  0.484
C: 2.400 3.531 -3.777  -1.525
Cl: 3.572 4.793 -3.384  0.527
Cl: 2.571 2.135 -2.731  0.544
H: 1.398 3.932 -3.709  0.014
Cl: -3.062 -1.013 2.320  0.522
C: -3.843 0.176 3.367  -1.531
Cl: -2.738 0.627 4.686  0.519
Cl: -5.370 -0.412 3.994  0.553
H: -4.037 1.071 2.792  0.014
Cl: 2.818 -0.554 4.109  0.534
C: 1.091 -0.460 4.463  -1.535
Cl: 0.772 -0.960 6.147  0.511
Cl: 0.142 -1.435 3.348  0.517
H: 0.715 0.547 4.322  -0.015
Cl: -2.791 1.604 -2.804  0.536
C: -2.805 0.376 -4.128  -0.640
C: -2.324 0.939 -5.442  -0.657
Cl: -3.491 2.096 -6.138  0.539
H: -3.775 -0.114 -4.146  0.074
H: -2.134 -0.416 -3.786  0.046
H: -2.300 0.068 -6.097  0.076
H: -1.351 1.401 -5.321  0.067
Cl: -1.636 -4.911 -2.736  0.505
C: -0.838 -4.711 -1.130  -0.667
C: -0.643 -6.020 -0.423  -0.641
Cl: 0.217 -7.250 -1.434  0.507
H: -1.483 -4.102 -0.497  0.068
H: 0.090 -4.191 -1.337  0.034
H: -1.533 -6.503 -0.032  0.070
H: -0.021 -5.813 0.452  0.075
Cl: -0.982 7.025 3.817  0.545
C: -1.554 5.542 4.609  -0.677
C: -1.189 4.265 3.878  -0.660
Cl: 0.589 4.037 3.825  0.514
H: -2.620 5.647 4.795  0.072
H: -1.097 5.456 5.596  0.068
H: -1.476 4.240 2.830  0.043
H: -1.651 3.437 4.410  0.040
Cl: -0.075 -1.215 -1.566  0.578
C: 0.025 -0.352 0.000  -0.683
C: -0.129 1.148 -0.165  -0.625
Cl: -0.233 1.880 1.464  0.576
H: 0.991 -0.577 0.443  -0.004
H: -0.727 -0.743 0.680  -0.005
H: -1.041 1.394 -0.696  0.011
H: 0.774 1.539 -0.620  0.024
Cl: 3.515 -1.523 0.295  0.583
C: 4.007 -2.412 -1.158  -0.663
C: 5.522 -2.527 -1.270  -0.632
Cl: 6.105 -4.019 -0.454  0.532
H: 3.536 -2.007 -2.053  0.071
H: 3.596 -3.420 -1.102  0.055
H: 5.996 -1.725 -0.714  0.050
H: 5.859 -2.560 -2.301  0.070

Energy relative to the best compared isomer or geometry (same formula, charge and spin), kcal/mol: 11.9
SMILES: ClC(Cl)Cl.ClC(Cl)Cl.ClC(Cl)Cl.ClCCCl.ClCCCl.ClCCCl.ClCCCl.ClCCCl

[3]
This record from the OMol25 dataset describes a structure of composition C13H23Cl3MoO2 in a non-equilibrium geometry. The level of theory is ωB97M-V/def2-TZVPD.

Last column: Mulliken spin population.
Cartesian coordinates (Å):
C: -1.275 0.916 -1.518  0.004
C: -1.455 -0.495 -1.728  0.071
C: -0.176 -1.124 -1.600  -0.069
C: -2.684 -1.130 -2.255  0.012
C: 0.806 -0.108 -1.337  0.007
C: 0.134 1.160 -1.315  0.008
C: 0.784 2.500 -1.244  -0.005
C: -2.333 1.960 -1.623  -0.003
C: 0.126 -2.535 -1.942  0.011
C: 2.275 -0.327 -1.273  0.010
Mo: -0.748 -0.113 0.441  1.828
Cl: -2.533 -3.470 0.061  0.003
Cl: -3.029 -0.348 0.982  0.065
Cl: -0.211 -2.272 1.283  0.044
H: -3.553 -0.504 -2.065  0.000
H: -2.860 -2.102 -1.765  -0.005
H: -2.603 -1.307 -3.333  0.001
H: -0.693 -3.185 -1.599  -0.001
H: 1.056 -2.869 -1.474  -0.001
H: 0.237 -2.663 -3.028  -0.002
H: 2.508 -1.264 -0.763  0.001
H: 2.766 0.482 -0.730  -0.002
H: 2.721 -0.380 -2.274  -0.001
H: 1.675 2.469 -0.609  0.000
H: 0.100 3.246 -0.827  -0.001
H: 1.097 2.856 -2.236  0.000
H: -3.296 1.572 -1.285  -0.003
H: -2.452 2.309 -2.655  0.001
H: -2.089 2.819 -0.993  -0.002
O: -1.063 1.694 1.346  0.024
H: -0.195 1.961 1.711  0.011
C: 2.761 0.427 3.219  0.000
C: 1.496 -0.279 2.729  0.011
C: 0.344 -0.160 3.716  0.009
O: 1.248 0.206 1.452  -0.021
H: 2.606 1.511 3.252  0.000
H: 3.582 0.224 2.532  0.000
H: 3.036 0.086 4.219  0.000
H: 1.718 -1.358 2.640  0.001
H: -0.094 0.842 3.662  0.001
H: -0.436 -0.893 3.492  -0.008
H: 0.699 -0.352 4.732  0.000

Energy, eV: -57375.734
Spin multiplicity: 3
Charge: -2

[4]
This record from the OMol25 dataset describes a structure of composition C13H23ClCrNO4P in a non-equilibrium geometry. The level of theory is ωB97M-V/def2-TZVPD.

Last column: Mulliken spin population.
Cartesian coordinates (Å):
C: -2.858 0.206 -3.032  0.036
C: -2.673 -1.012 -2.383  -0.022
C: -1.897 -1.062 -1.210  -0.040
C: -1.350 0.100 -0.685  -0.044
C: -1.585 1.327 -1.311  -0.074
C: -2.352 1.383 -2.483  -0.031
C: -1.710 -2.372 -0.489  -0.004
C: -0.283 -2.918 -0.298  0.016
N: 0.813 -1.898 -0.148  -0.129
Cr: 0.102 -0.188 0.823  3.755
C: -0.948 2.586 -0.753  0.008
P: 0.633 2.068 0.018  0.041
H: -3.095 -1.940 -2.777  0.000
H: -2.504 2.351 -2.967  0.000
H: -3.408 0.239 -3.966  0.003
H: -1.537 3.055 0.052  0.000
H: -0.730 3.336 -1.528  -0.002
H: -2.161 -2.311 0.516  0.010
H: -2.261 -3.146 -1.034  0.007
H: -0.264 -3.526 0.619  -0.013
C: 1.427 3.334 1.011  0.019
C: 1.704 1.973 -1.472  0.107
H: -0.003 -3.567 -1.144  0.001
C: 1.415 -1.512 -1.447  0.058
C: 1.891 -2.425 0.739  0.015
H: 0.003 1.504 1.338  0.163
H: 1.894 -2.388 -1.915  0.015
H: 0.652 -1.111 -2.121  -0.007
H: 2.181 -0.745 -1.265  -0.002
H: 2.463 -3.216 0.231  0.005
H: 2.556 -1.600 1.019  0.007
H: 1.443 -2.831 1.651  -0.001
H: 1.764 3.011 -1.859  0.008
H: 2.714 1.613 -1.205  0.005
H: 1.270 1.325 -2.254  -0.001
H: 1.564 4.234 0.401  -0.002
H: 0.808 3.545 1.892  -0.001
H: 2.393 2.932 1.352  -0.006
H: 1.068 0.176 3.080  0.020
O: -0.006 1.429 5.510  -0.001
Cl: 0.046 -0.069 5.301  0.002
O: 1.177 -0.659 6.053  0.000
O: -1.251 -0.690 5.716  -0.001
O: 0.894 -0.539 2.425  0.079

Energy relative to the best compared isomer or geometry (same formula, charge and spin), kcal/mol: 0.0
Spin multiplicity: 5

[5]
This record from the OMol25 dataset describes an isolated molecule of C13H23N3O3S in a non-equilibrium geometry. The level of theory is ωB97M-V/def2-TZVPD.

Last column: Löwdin charge in e.
Cartesian coordinates (Å):
C: 6.076 0.225 -1.860  -0.113
C: 4.931 -0.009 -0.884  -0.292
C: 5.186 -1.231 -0.005  -0.282
C: 4.141 -1.409 1.084  -0.443
S: 2.470 -1.744 0.411  1.005
C: 1.819 -0.154 0.474  -0.689
N: 2.362 0.922 0.960  0.043
N: 1.455 1.908 0.807  0.106
C: 0.415 1.398 0.240  -0.294
C: -0.864 2.076 -0.126  -0.283
C: -0.850 3.529 0.332  -0.037
N: -1.982 1.351 0.436  0.124
C: -2.746 0.514 -0.319  -0.557
O: -2.671 0.445 -1.520  0.096
O: -3.580 -0.163 0.482  0.037
C: -4.530 -1.106 -0.077  -0.572
C: -5.274 -1.648 1.144  -0.024
C: -5.496 -0.389 -1.019  -0.020
C: -3.790 -2.232 -0.798  -0.019
O: 0.577 0.071 -0.003  0.092
H: 5.872 1.089 -2.487  0.069
H: 7.005 0.403 -1.323  0.071
H: 6.213 -0.642 -2.505  0.072
H: 4.798 0.869 -0.250  0.104
H: 4.006 -0.155 -1.447  0.096
H: 6.157 -1.124 0.486  0.115
H: 5.223 -2.129 -0.626  0.110
H: 4.373 -2.270 1.709  0.072
H: 4.042 -0.514 1.695  0.069
H: -0.996 2.009 -1.215  0.159
H: -1.779 4.013 0.045  0.084
H: -0.013 4.049 -0.123  0.082
H: -0.736 3.580 1.412  0.082
H: -2.063 1.288 1.439  0.160
H: -5.768 -0.835 1.670  0.086
H: -6.018 -2.374 0.832  0.088
H: -4.574 -2.126 1.825  0.086
H: -5.981 0.435 -0.501  0.091
H: -6.255 -1.086 -1.363  0.089
H: -4.959 0.002 -1.879  0.079
H: -4.502 -2.979 -1.137  0.089
H: -3.254 -1.838 -1.658  0.080
H: -3.077 -2.703 -0.125  0.091

Energy relative to the best compared isomer or geometry (same formula, charge and spin), kcal/mol: 2.1
SMILES: CCCCSc1nnc([C@H](C)NC(=O)OC(C)(C)C)o1